## 1
Below is C3H7InNO as an isolated structure, with properties calculated with ωB97M-V/def2-TZVPD.

* net charge: +3
* LUMO energy: -19.942 eV
* HOMO energy: -23.38 eV

Each line ends with the Mulliken charge.
Atoms and positions in Å:
In 0.186 1.465 4.249  1.14
C 1.497 1.062 -0.616  -0.98
C 0.390 0.354 0.133  0.60
O 0.203 0.342 1.336  -0.25
N -0.425 -0.538 -0.650  0.16
C -1.528 -1.229 -0.220  -0.51
H 1.099 2.017 -0.992  0.39
H 2.018 0.341 -1.251  0.45
H 2.266 1.301 0.130  0.35
H -0.106 -0.819 -1.606  0.43
H -2.417 -0.920 -0.891  0.44
H -1.802 -1.044 0.816  0.37
H -1.381 -2.332 -0.439  0.41

***

## 2
Below is C3H7InNO as an isolated structure, with properties calculated with ωB97M-V/def2-TZVPD.

* net charge: +3
* LUMO energy: -20.013 eV
* HOMO energy: -22.52 eV

Each line ends with the Mulliken charge.
Atoms and positions in Å:
In -3.536 4.876 0.470  1.03
C 0.074 -0.548 -1.476  -1.06
C -0.632 0.159 -0.358  0.84
O -1.599 0.810 -0.617  -0.06
N -0.099 0.096 0.867  0.11
C 1.087 -0.717 1.189  -0.62
H 0.127 -1.634 -1.406  0.44
H 1.104 -0.205 -1.575  0.43
H -0.302 -0.412 -2.490  0.34
H -0.527 0.474 1.700  0.39
H 0.978 -1.722 0.781  0.39
H 1.411 -0.996 2.192  0.34
H 1.913 -0.181 0.722  0.43

***

The least stable of them is 2.

***

## 1
Below is one molecule with the formula C3H2N4O, with properties calculated with ωB97M-V/def2-TZVPD.

* net charge: 0
* LUMO energy: -2.129 eV
* HOMO energy: -10.36 eV
* SMILES string: O=c1cnnnnc1

Each line ends with the Mulliken charge.
Atoms and positions in Å:
C -0.002 0.837 0.372  0.56
C 1.266 0.211 0.028  -0.06
C -1.420 0.234 0.099  -0.16
H 2.013 0.943 0.111  0.42
H -2.259 0.833 0.233  0.46
N 1.821 -0.965 -0.274  -0.27
N 0.474 -1.602 0.212  -0.08
N -0.254 -1.583 -0.870  -0.10
N -1.626 -1.007 -0.423  -0.30
O -0.013 2.100 0.511  -0.47

***

## 2
Below is one molecule with the formula C3H2N4O, with properties calculated with ωB97M-V/def2-TZVPD.

* net charge: 0
* LUMO energy: 0.404 eV
* HOMO energy: -9.42 eV
* SMILES string: c1nc2[nH]nnc2o1

Each line ends with the Mulliken charge.
Atoms and positions in Å:
C 1.773 -0.569 0.572  0.01
C -0.292 -0.527 -0.053  0.32
C 0.030 0.740 0.468  0.39
H 2.796 -0.961 0.620  0.38
H -2.332 -0.811 -1.002  0.32
N 0.710 -1.370 0.275  -0.56
N -1.495 -0.162 -0.814  0.09
N -1.688 1.140 -0.707  -0.37
N -0.822 1.757 -0.040  -0.29
O 1.320 0.763 0.683  -0.30

***

## 3
Below is one molecule with the formula C3H2N4O, with properties calculated with ωB97M-V/def2-TZVPD.

* net charge: 0
* LUMO energy: -1.536 eV
* HOMO energy: -9.83 eV
* SMILES string: O=c1ccnnnn1

Each line ends with the Mulliken charge.
Atoms and positions in Å:
C -0.943 0.359 0.668  0.43
C -1.208 -0.924 -0.084  -0.21
C -0.185 -1.232 -0.969  -0.11
H -2.076 -1.521 0.131  0.37
H -0.162 -2.160 -1.493  0.43
N 0.801 -0.419 -1.412  -0.15
N 1.492 0.461 -0.847  -0.14
N 1.550 0.384 0.507  0.00
N 0.446 0.258 1.131  -0.13
O -1.721 1.209 1.002  -0.48

***

## 4
Below is one molecule with the formula C3H2N4O, with properties calculated with ωB97M-V/def2-TZVPD.

* net charge: 0
* LUMO energy: -1.791 eV
* HOMO energy: -10.07 eV
* SMILES string: O=c1nnccnn1

Each line ends with the Mulliken charge.
Atoms and positions in Å:
C 1.544 -0.123 -0.175  0.71
C -1.081 -0.617 0.269  -0.03
C -0.890 0.772 0.242  -0.13
H -2.087 -1.067 0.495  0.36
H -1.606 1.274 0.860  0.36
N 0.925 -1.244 -0.741  -0.22
N -0.304 -1.474 -0.482  -0.17
N 0.009 1.579 -0.463  -0.16
N 1.178 1.111 -0.733  -0.26
O 2.314 -0.212 0.727  -0.45

***

The least stable of them is 1.

***

## 1
Below is a 10-piece molecular cluster, C30H80O10 overall, with properties calculated with ωB97M-V/def2-TZVPD.

* net charge: 0
* LUMO energy: 0.624 eV
* HOMO energy: -9.58 eV
* SMILES string: CC(C)O.CC(C)O.CC(C)O.CC(C)O.CC(C)O.CC(C)O.CC(C)O.CC(C)O.CC(C)O.CC(C)O

Each line ends with the Mulliken charge.
Atoms and positions in Å:
C -1.899 -6.684 0.319  -1.40
C -2.467 -5.628 1.272  0.75
C -1.837 -5.568 2.663  -1.31
O -2.317 -4.337 0.653  -0.17
H -2.339 -6.771 -0.674  0.32
H -1.847 -7.696 0.721  0.40
H -0.859 -6.379 0.196  0.34
H -3.536 -5.834 1.212  0.02
H -0.758 -5.416 2.677  0.29
H -2.098 -6.411 3.302  0.42
H -2.238 -4.756 3.270  0.34
H -1.406 -4.255 0.361  0.11
C -0.647 -2.602 -2.888  -0.98
C -2.041 -2.013 -3.209  0.66
C -3.159 -3.048 -3.214  -0.94
O -2.284 -1.154 -2.139  -0.18
H -0.293 -3.215 -3.717  0.48
H -0.828 -3.213 -2.004  -0.08
H 0.109 -1.865 -2.614  0.24
H -1.955 -1.469 -4.150  0.22
H -4.112 -2.556 -3.408  0.35
H -3.146 -3.419 -2.190  -0.22
H -3.076 -3.817 -3.982  0.45
H -1.434 -0.872 -1.793  -0.21
C 2.781 0.549 5.497  -0.82
C 1.390 0.042 5.786  0.21
C 0.434 -0.413 4.640  -0.99
O 1.461 -0.969 6.828  -0.58
H 3.482 0.744 6.308  0.50
H 2.751 1.548 5.061  0.14
H 3.234 -0.151 4.795  0.09
H 0.940 0.912 6.265  0.24
H 0.624 -1.477 4.501  0.44
H 0.516 0.238 3.770  0.04
H -0.575 -0.475 5.047  0.42
H 1.697 -0.461 7.608  0.35
C -1.022 6.326 -0.822  -1.69
C 0.455 6.005 -0.978  0.89
C 1.036 5.505 0.309  -1.26
O 0.576 4.914 -1.888  -0.44
H -1.578 6.293 -1.759  0.55
H -1.004 7.370 -0.512  0.45
H -1.548 5.752 -0.060  0.31
H 1.057 6.852 -1.309  0.20
H 0.581 4.596 0.703  0.03
H 1.006 6.325 1.027  0.48
H 2.109 5.320 0.279  0.32
H -0.275 4.801 -2.317  -0.03
C 2.109 2.025 -3.654  -0.82
C 3.195 2.401 -2.630  0.48
C 4.143 3.510 -3.122  -1.38
O 2.562 2.854 -1.455  0.39
H 2.543 1.968 -4.653  0.50
H 1.334 2.792 -3.668  0.14
H 1.668 1.052 -3.438  0.03
H 3.743 1.606 -2.124  0.27
H 5.062 3.509 -2.537  0.37
H 3.768 4.532 -3.063  0.21
H 4.473 3.216 -4.118  0.40
H 1.984 3.536 -1.803  -0.20
C 3.042 -2.145 -0.649  -0.84
C 4.041 -2.801 0.292  0.42
C 4.797 -1.832 1.321  -0.97
O 3.240 -3.659 1.147  -0.53
H 3.513 -1.298 -1.149  0.28
H 2.206 -1.715 -0.097  -0.05
H 2.703 -2.770 -1.474  0.41
H 4.821 -3.196 -0.359  0.21
H 5.367 -1.032 0.850  0.31
H 5.521 -2.401 1.905  0.47
H 4.204 -1.258 2.033  -0.01
H 3.690 -4.398 1.562  0.30
C 2.985 1.338 1.560  -0.44
C 3.884 2.360 2.264  0.76
C 5.178 1.700 2.661  -1.30
O 4.049 3.365 1.393  -0.63
H 2.171 1.847 1.044  -0.17
H 2.546 0.562 2.188  0.35
H 3.441 0.919 0.663  0.13
H 3.319 2.642 3.152  0.11
H 5.754 2.361 3.308  0.39
H 5.692 1.372 1.757  0.29
H 5.008 0.849 3.321  0.24
H 3.622 3.163 0.557  0.12
C -3.563 3.764 -3.795  -1.78
C -2.197 3.249 -3.307  1.01
C -2.072 1.734 -3.512  -1.24
O -1.141 3.849 -4.026  -0.65
H -3.594 4.845 -3.663  0.43
H -4.428 3.251 -3.373  0.37
H -3.695 3.693 -4.875  0.36
H -2.190 3.508 -2.249  0.16
H -1.064 1.344 -3.373  0.00
H -2.374 1.561 -4.545  0.64
H -2.821 1.292 -2.855  0.26
H -1.192 3.417 -4.882  0.40
C -5.222 -1.947 0.073  -1.01
C -5.633 -3.214 0.839  0.57
C -5.830 -4.418 0.016  -1.21
O -4.742 -3.404 1.955  -0.57
H -6.080 -1.811 -0.586  0.48
H -4.331 -2.034 -0.549  0.04
H -5.140 -1.093 0.746  0.26
H -6.595 -3.043 1.322  0.39
H -5.017 -4.343 -0.706  0.07
H -6.794 -4.414 -0.495  0.44
H -5.848 -5.308 0.645  0.30
H -3.899 -3.498 1.506  0.15
C -0.870 1.625 0.670  -1.29
C -0.328 0.196 0.609  1.94
C -1.435 -0.842 1.011  -1.93
O -0.019 0.148 -0.738  1.00
H -1.304 1.605 1.669  0.47
H -1.494 2.013 -0.135  0.16
H -0.004 2.287 0.644  -0.08
H 0.649 0.064 1.073  -0.82
H -1.332 -1.894 0.744  0.22
H -2.373 -0.480 0.590  0.43
H -1.539 -0.783 2.094  0.48
H 0.475 0.937 -0.971  -0.49

***

## 2
Below is C30H80O10 as an isolated structure, with properties calculated with ωB97M-V/def2-TZVPD.

* net charge: 0
* LUMO energy: 0.163 eV
* HOMO energy: -8.06 eV

Each line ends with the Mulliken charge.
Atoms and positions in Å:
C -2.597 0.134 -3.063  0.06
C -3.208 1.423 -2.609  -0.21
C -3.802 1.357 -1.126  -1.15
O -2.253 2.491 -2.553  -0.79
H -1.934 -0.285 -2.307  -0.25
H -2.212 0.153 -4.083  0.59
H -3.371 -0.631 -3.121  0.00
H -3.970 1.713 -3.333  0.72
H -4.583 0.610 -0.981  0.98
H -4.205 2.348 -0.916  0.28
H -2.922 1.239 -0.494  0.85
H -1.724 2.427 -1.754  0.76
C 0.527 0.612 3.469  -1.18
C 1.429 1.728 3.959  1.15
C 0.692 3.080 4.040  -1.21
O 1.929 1.263 5.176  -0.62
H -0.300 0.546 4.175  0.55
H 1.040 -0.348 3.524  0.37
H 0.000 0.775 2.528  0.53
H 2.229 1.843 3.228  -0.15
H -0.287 2.899 4.483  0.33
H 0.535 3.404 3.011  0.11
H 1.231 3.922 4.475  0.42
H 2.188 0.355 5.005  0.40
C 1.512 -4.076 -0.690  -0.81
C 0.667 -4.102 0.595  1.29
C -0.852 -4.090 0.225  -1.36
O 0.979 -5.249 1.376  -0.62
H 2.557 -3.985 -0.394  0.33
H 1.188 -3.160 -1.184  -0.05
H 1.381 -4.897 -1.395  0.34
H 0.917 -3.143 1.048  -0.35
H -1.102 -4.970 -0.368  0.66
H -1.112 -3.297 -0.476  0.50
H -1.492 -4.080 1.107  0.36
H 1.934 -5.347 1.394  0.42
C -3.011 -0.066 1.350  0.01
C -4.356 -0.003 1.907  0.10
C -4.886 1.438 2.106  -1.42
O -5.250 -0.816 1.165  -0.72
H -2.322 -0.762 1.828  0.72
H -2.567 0.921 1.484  -0.90
H -2.980 -0.190 0.267  -1.22
H -4.400 -0.432 2.908  0.58
H -5.546 1.680 1.272  0.40
H -4.148 2.231 2.222  0.22
H -5.567 1.522 2.953  0.40
H -4.684 -1.000 0.412  -0.44
C -1.310 2.556 1.137  0.04
C -1.155 2.862 -0.344  0.41
C 0.208 3.583 -0.640  -2.59
O -1.187 1.640 -0.986  -0.09
H -0.483 1.935 1.481  -1.26
H -2.140 1.856 1.225  -0.32
H -1.443 3.512 1.643  0.97
H -2.073 3.399 -0.582  1.23
H 0.423 4.466 -0.039  0.58
H 0.234 3.975 -1.656  0.41
H 1.093 2.955 -0.534  1.09
H -0.407 1.135 -0.746  -0.15
C 0.943 -0.210 -3.955  -1.66
C 1.252 1.115 -3.268  1.17
C -0.084 1.874 -3.031  -0.93
O 1.858 0.785 -2.086  -0.51
H 0.399 -0.236 -4.899  0.42
H 0.462 -0.969 -3.339  0.13
H 1.889 -0.700 -4.182  0.44
H 1.978 1.608 -3.915  0.37
H -0.577 1.558 -2.112  -0.53
H -0.860 1.833 -3.795  0.80
H 0.017 2.952 -2.906  0.01
H 2.205 1.625 -1.777  0.27
C 1.406 -0.631 1.178  -1.82
C 0.585 -0.545 -0.171  1.59
C -0.869 -0.951 -0.133  -0.26
O 0.585 0.807 -0.643  -0.25
H 0.968 -1.362 1.859  1.81
H 1.471 0.329 1.689  0.16
H 2.450 -0.730 0.883  -0.66
H 1.044 -1.156 -0.949  -0.14
H -1.434 -0.347 0.577  0.78
H -1.081 -1.987 0.133  1.17
H -1.347 -0.946 -1.112  -1.72
H 0.852 0.813 -1.565  -1.42
C -4.591 -1.304 -1.393  -1.21
C -4.253 -2.634 -0.809  0.63
C -2.907 -3.134 -1.448  -0.44
O -3.996 -2.473 0.542  -0.50
H -3.661 -0.756 -1.237  -1.42
H -5.424 -0.853 -0.853  0.52
H -4.648 -1.475 -2.468  0.84
H -5.056 -3.351 -0.979  0.65
H -2.319 -3.874 -0.906  0.24
H -2.172 -2.340 -1.581  0.12
H -3.109 -3.508 -2.452  0.43
H -4.613 -3.024 1.029  0.36
C 2.880 1.149 0.663  -1.65
C 3.882 2.057 -0.157  -0.37
C 5.309 1.656 -0.290  -2.09
O 3.316 2.179 -1.398  -0.52
H 1.949 1.629 0.963  0.29
H 3.288 0.665 1.551  1.15
H 2.416 0.401 0.021  -0.20
H 3.886 3.054 0.283  0.32
H 5.720 1.703 0.718  0.43
H 5.824 2.352 -0.952  0.58
H 5.389 0.646 -0.691  0.60
H 4.006 2.189 -2.064  0.44
C 6.193 -1.026 0.202  -1.49
C 5.209 -1.402 1.267  0.09
C 3.744 -1.428 0.712  -0.17
O 5.559 -2.676 1.666  -0.52
H 6.250 -1.632 -0.703  0.32
H 7.203 -1.077 0.607  0.43
H 6.069 -0.008 -0.167  0.25
H 5.194 -0.556 1.955  0.41
H 3.820 -2.055 -0.177  0.27
H 3.558 -0.428 0.319  -0.08
H 2.958 -1.703 1.415  0.39
H 5.960 -2.548 2.529  0.43

***

The least stable of them is 2.